Entry 1
C5H13NO2 | ωB97M-V/def2-TZVPD

The geometry in ORCA input format:
```
! RIJCOSX wB97M-V def2-TZVPD def2/J DEFGRID3
* xyz 0 1
C -1.145 -0.666 -1.158
C -0.648 0.574 -0.409
C -1.726 1.269 0.426
C 0.977 0.702 0.213
C 1.938 -0.016 -0.719
O 1.009 0.257 1.536
N 0.268 -0.917 1.818
O 0.885 -2.056 1.228
H -2.017 -0.407 -1.759
H -1.425 -1.466 -0.470
H -0.378 -1.058 -1.822
H -0.452 1.286 -1.223
H -2.049 0.639 1.251
H -2.591 1.507 -0.193
H -1.344 2.202 0.848
H 1.193 1.771 0.287
H 1.716 -1.077 -0.775
H 2.955 0.097 -0.341
H 1.886 0.430 -1.711
H -0.570 -0.699 1.084
H 1.516 -2.369 1.892
*
```

As for the SMILES: CC(C)[C@H](C)ONO. The calculation puts the LUMO energy at 0.95 eV. The value obtained for the HOMO energy is -9.7 eV.

=====

Entry 2
C5H13NO2 | ωB97M-V/def2-TZVPD

The geometry in ORCA input format:
```
! RIJCOSX wB97M-V def2-TZVPD def2/J DEFGRID3
* xyz 0 1
C 2.684 -0.768 -0.629
C 1.725 0.437 -0.459
N 0.258 0.066 -0.162
C -0.327 -1.261 -0.416
C -0.458 1.004 -1.065
C -1.927 1.091 -0.806
O -2.540 0.694 0.150
H 3.340 -0.944 0.230
H 2.128 -1.713 -0.667
H 3.503 -0.602 -1.330
H 1.993 0.981 0.447
H 1.794 1.095 -1.298
H -1.019 -1.280 -1.323
H 0.372 -2.076 -0.266
H -1.118 -1.308 0.364
H -0.223 0.650 -2.105
H -0.148 2.084 -0.935
H -2.464 1.748 -1.541
O -2.316 0.091 4.261
H -1.982 -0.103 3.374
H -3.275 0.114 4.177
*
```

As for the SMILES: CCN(C)CC=O.O. The calculation puts the LUMO energy at 0.83 eV. The value obtained for the HOMO energy is -8.8 eV.

=====

What should be chosen as the least stable of them? Choose entry 1.

=====

Entry 1
C4H8N2O2 | ωB97M-V/def2-TZVPD

The geometry in ORCA input format:
```
! RIJCOSX wB97M-V def2-TZVPD def2/J DEFGRID3
* xyz 0 1
C 1.288 0.597 -0.560
C -0.848 -0.507 0.388
C -1.756 0.702 0.791
C -1.968 -0.600 -0.780
H 3.896 -0.491 0.617
H 0.806 1.298 -1.222
H 1.151 -1.064 0.333
H -0.939 -1.389 1.069
H -1.428 1.647 0.234
H -2.132 0.827 1.933
H -2.397 -1.625 -0.835
H -1.726 -0.142 -1.764
N 2.579 0.629 -0.321
N 0.494 -0.385 -0.065
O 2.942 -0.467 0.420
O -2.823 0.228 -0.007
*
```

The calculation puts the LUMO energy at 0.83 eV. The value obtained for the HOMO energy is -8.4 eV.

=====

Entry 2
C4H8N2O2 | ωB97M-V/def2-TZVPD

The geometry in ORCA input format:
```
! RIJCOSX wB97M-V def2-TZVPD def2/J DEFGRID3
* xyz 0 1
C 0.785 -1.426 0.894
N 0.748 -0.523 -0.138
O 2.121 -0.333 -0.615
C 0.244 0.733 0.080
O 0.881 1.723 -0.238
C -1.005 0.885 0.777
C -1.988 0.091 0.165
N -1.949 -0.784 -0.836
H 0.622 -2.378 0.299
H -0.057 -1.085 1.752
H 1.835 -1.288 1.527
H 2.322 0.587 -0.470
H -1.449 1.725 1.287
H -2.985 0.433 0.393
H -1.128 -0.621 -1.550
H -2.993 -1.039 -1.085
*
```

As for the SMILES: CN(O)C(=O)/C=C\N. The calculation puts the LUMO energy at 0.57 eV. The value obtained for the HOMO energy is -8.7 eV.

=====

Entry 3
C4H8N2O2 | ωB97M-V/def2-TZVPD

The geometry in ORCA input format:
```
! RIJCOSX wB97M-V def2-TZVPD def2/J DEFGRID3
* xyz 0 1
H 1.352 2.664 1.404
N 0.531 2.178 1.056
C 0.755 1.183 0.340
O 1.993 0.695 -0.063
C 2.177 -0.588 -0.625
C -0.365 0.408 -0.346
O -0.547 0.445 -1.555
N -1.131 -0.273 0.521
C -2.381 -0.871 0.111
H 3.257 -0.755 -0.633
H 1.675 -1.377 -0.046
H 1.810 -0.601 -1.667
H -1.040 -0.030 1.501
H -2.241 -1.298 -0.877
H -3.182 -0.131 0.059
H -2.663 -1.648 0.821
*
```

As for the SMILES: [H]/N=C(\OC)C(=O)NC. The calculation puts the LUMO energy at 0.84 eV. The value obtained for the HOMO energy is -9.9 eV.

=====

Entry 4
C4H8N2O2 | ωB97M-V/def2-TZVPD

The geometry in ORCA input format:
```
! RIJCOSX wB97M-V def2-TZVPD def2/J DEFGRID3
* xyz 0 1
C -0.184 -2.602 1.207
C 0.240 -1.582 0.109
C -0.270 -0.192 0.524
O -0.973 0.142 1.426
N 0.126 0.858 -0.446
C 0.020 2.316 -0.354
N 0.108 3.012 -1.667
O -0.446 2.867 0.568
H -1.212 -2.888 1.288
H 0.299 -3.544 1.045
H -0.108 -2.198 2.260
H -0.259 -1.853 -0.691
H 1.300 -1.514 0.047
H 0.161 0.452 -1.432
H 0.839 2.736 -2.219
H 0.359 3.991 -1.666
*
```

As for the SMILES: CCC(=O)NC(N)=O. The calculation puts the LUMO energy at 0.62 eV. The value obtained for the HOMO energy is -10.0 eV.

=====

What should be chosen as the least stable of them? Choose entry 2.

=====

Entry 1
C4H8N2O2 | ωB97M-V/def2-TZVPD

The geometry in ORCA input format:
```
! RIJCOSX wB97M-V def2-TZVPD def2/J DEFGRID3
* xyz 0 1
N 0.636 0.983 -2.267
C 0.939 0.750 -1.001
C 0.123 0.246 -0.030
C -1.289 -0.068 0.102
N -1.581 -1.257 0.946
C 0.533 0.134 1.495
O -0.313 0.577 2.294
O 1.793 -0.518 1.655
H 1.330 1.091 -3.060
H -0.300 0.885 -2.706
H 2.122 0.925 -0.900
H -1.985 -0.470 -0.828
H -1.554 0.947 0.609
H -0.823 -2.031 0.896
H -1.628 -1.117 2.024
H 1.997 -1.076 0.771
*
```

As for the SMILES: N/C=C(\CN)C(=O)O. The calculation puts the LUMO energy at 0.47 eV. The value obtained for the HOMO energy is -8.2 eV.

=====

Entry 2
C4H8N2O2 | ωB97M-V/def2-TZVPD

The geometry in ORCA input format:
```
! RIJCOSX wB97M-V def2-TZVPD def2/J DEFGRID3
* xyz 0 1
O -3.470 -0.760 -0.243
C -2.246 -0.608 0.005
N -1.857 0.845 -0.073
C -0.624 1.439 -0.081
N 0.543 1.077 0.117
C 0.776 -0.243 0.738
C 1.707 -0.941 -0.325
O 2.901 -0.018 -0.309
H -1.407 -1.507 0.152
H -2.666 1.498 -0.077
H -0.826 2.334 -0.573
H -0.241 -0.857 0.823
H 1.251 -0.274 1.796
H 2.092 -2.005 -0.039
H 1.293 -0.863 -1.345
H 2.775 0.882 -0.563
*
```

As for the SMILES: O=CN/C=N\CCO. The calculation puts the LUMO energy at 0.37 eV. The value obtained for the HOMO energy is -9.8 eV.

=====

Entry 3
C4H8N2O2 | ωB97M-V/def2-TZVPD

The geometry in ORCA input format:
```
! RIJCOSX wB97M-V def2-TZVPD def2/J DEFGRID3
* xyz 0 1
N -1.620 0.160 -0.225
C -0.667 -0.740 0.099
C 0.236 -0.486 1.273
C 0.784 -0.454 -0.170
N 1.044 0.990 -0.708
C 1.624 -1.629 -0.546
O 1.585 -2.724 0.016
O 2.268 -1.504 -1.754
H -1.522 0.353 -1.263
H -1.427 1.066 0.251
H -0.895 -1.795 0.016
H 0.130 0.393 1.908
H 0.578 -1.339 1.848
H 0.835 1.197 -1.645
H 2.119 0.985 -0.530
H 2.332 -0.606 -2.128
*
```

As for the SMILES: N[C@@H]1C[C@@]1(N)C(=O)O. The calculation puts the LUMO energy at 0.32 eV. The value obtained for the HOMO energy is -9.5 eV.

=====

Entry 4
C4H8N2O2 | ωB97M-V/def2-TZVPD

The geometry in ORCA input format:
```
! RIJCOSX wB97M-V def2-TZVPD def2/J DEFGRID3
* xyz 0 1
H 1.694 -0.532 2.327
N 1.678 0.396 1.695
C 0.733 0.532 0.816
N 0.346 1.849 0.602
C -0.039 -0.504 0.208
O -0.261 -1.845 0.835
C -1.559 -0.365 -0.437
C -0.418 -0.687 -1.382
O -0.371 0.596 -2.068
H 0.079 1.886 -0.331
H 1.251 2.289 0.898
H 0.926 -1.920 1.012
H -2.514 -1.003 0.225
H -1.884 0.770 -0.900
H -0.040 -1.742 -1.828
H -0.922 0.666 -2.851
*
```

As for the SMILES: [H]/N=C(/N)[C@@]1(O)C[C@H]1O. The calculation puts the LUMO energy at 0.57 eV. The value obtained for the HOMO energy is -9.2 eV.

=====

What should be chosen as the least stable of them? Choose entry 4.

=====

Entry 1
C4H8N2O2 | ωB97M-V/def2-TZVPD

The geometry in ORCA input format:
```
! RIJCOSX wB97M-V def2-TZVPD def2/J DEFGRID3
* xyz 0 1
C -0.686 1.627 -1.446
C -0.177 0.271 -1.187
C 1.383 0.461 -0.903
O 2.023 0.114 -1.835
N -0.877 -0.459 0.022
C -0.568 -0.519 1.298
N -1.117 -1.472 2.168
O 0.449 -0.039 1.814
H -0.020 2.194 -2.089
H -1.767 1.512 -1.849
H -0.779 2.231 -0.565
H -0.311 -0.439 -2.062
H 1.698 0.728 0.048
H -1.778 -0.863 -0.239
H -1.819 -2.105 1.879
H -0.749 -1.383 3.134
*
```

As for the SMILES: C[C@@H](C=O)NC(N)=O. The calculation puts the LUMO energy at 0.67 eV. The value obtained for the HOMO energy is -9.4 eV.

=====

Entry 2
C4H8N2O2 | ωB97M-V/def2-TZVPD

The geometry in ORCA input format:
```
! RIJCOSX wB97M-V def2-TZVPD def2/J DEFGRID3
* xyz 0 1
C 0.556 1.436 -0.041
C 1.787 0.999 0.252
C 1.422 -1.232 -0.262
C -0.633 0.570 -0.193
N -0.655 -0.625 0.600
N -1.592 -1.576 0.228
O 2.261 -0.322 0.274
O -1.891 1.217 0.043
H 0.436 2.565 -0.067
H 2.597 1.666 0.264
H 1.765 -2.234 -0.145
H 0.927 -0.910 -1.091
H -0.688 0.528 -1.356
H -2.284 -1.355 -0.416
H -1.989 -2.219 0.908
H -2.019 1.492 1.000
*
```

The calculation puts the LUMO energy (spin up / spin down) at 0.57 / 0.87 eV. The value obtained for the HOMO energy (spin up / spin down) is -7.1 / -7.7 eV.

=====

What should be chosen as the least stable of them? Choose entry 2.